Formula: C30H43F5GaP2
Source: OMol25
Level of theory: the ωB97M-V functional and the def2-TZVPD basis

Properties
* spin multiplicity: 1
* E_HOMO (spin up / spin down): -9.02 / -9.11 eV
* net charge: +1
* electronic energy: -4275.24164 hartree
* LUMO (spin up / spin down): -3.64 / -3.64 eV

Positions of all 81 atoms, in Å:
Ga: 0.465 2.586 -5.297
C: -0.588 -2.443 0.953
C: 0.781 -2.724 0.697
C: 0.678 -1.027 2.247
C: -0.648 -1.387 1.905
C: 1.564 -1.857 1.507
C: -1.754 -3.149 0.386
H: -1.459 -3.799 -0.445
H: -2.506 -2.437 0.015
H: -2.249 -3.779 1.143
C: -1.867 -0.790 2.483
H: -2.763 -1.139 1.958
H: -1.836 0.308 2.416
H: -1.976 -1.051 3.548
C: 1.050 -0.004 3.245
H: 0.886 -0.367 4.271
H: 0.445 0.905 3.121
H: 2.106 0.271 3.157
C: 3.039 -1.871 1.614
H: 3.376 -2.543 2.420
H: 3.434 -0.871 1.835
H: 3.497 -2.225 0.682
C: 1.295 -3.776 -0.202
H: 1.343 -4.753 0.303
H: 2.306 -3.534 -0.550
H: 0.647 -3.892 -1.080
C: -1.447 2.414 -5.306
C: -1.917 1.035 -5.038
C: -1.329 -0.075 -5.885
C: 0.212 -0.197 -6.012
C: 1.018 1.062 -6.304
C: 0.622 2.164 -7.150
C: -0.758 2.318 -7.785
C: -1.807 2.822 -6.752
H: -1.778 -0.025 -6.896
H: 0.417 -0.963 -6.779
H: -1.681 -1.038 -5.482
H: -2.804 2.458 -7.029
H: -1.866 3.129 -4.589
H: -3.011 1.029 -5.258
H: -1.832 3.918 -6.798
H: -0.691 3.075 -8.581
H: 1.424 2.652 -7.715
H: -1.114 1.402 -8.276
H: 0.602 -0.631 -5.077
H: 2.101 0.890 -6.246
P: -3.013 0.108 -3.272
P: 2.616 2.952 -0.797
C: 1.030 3.057 -3.325
C: 2.394 2.751 -2.698
H: 0.230 2.598 -2.726
H: 0.846 4.143 -3.330
H: 2.673 1.710 -2.917
H: 3.145 3.430 -3.126
C: 4.317 3.660 -0.754
H: 5.048 2.916 -0.413
H: 4.290 4.494 -0.040
H: 4.588 4.044 -1.743
C: 3.002 1.195 -0.381
H: 3.371 0.644 -1.255
H: 2.079 0.723 -0.024
H: 3.751 1.163 0.420
C: -4.700 -0.416 -3.592
H: -4.756 -1.497 -3.389
H: -4.948 -0.234 -4.649
H: -5.411 0.122 -2.949
C: -1.962 -1.270 -2.801
H: -1.340 -0.975 -1.956
H: -1.303 -1.557 -3.629
H: -2.587 -2.126 -2.513
F: -1.199 0.497 -0.620
C: -2.074 1.515 -0.913
C: -2.928 1.454 -2.028
C: -3.666 2.622 -2.271
F: -4.503 2.647 -3.353
C: -3.562 3.772 -1.491
F: -4.203 4.905 -1.849
C: -2.749 3.763 -0.351
F: -2.660 4.845 0.442
C: -2.002 2.619 -0.064
F: -1.171 2.593 1.010


Formula: C30H43F5LaP2
Source: OMol25
Level of theory: the ωB97M-V functional and the def2-TZVPD basis

Properties
* spin multiplicity: 1
* E_HOMO (spin up / spin down): -10.86 / -9.24 eV
* net charge: +1
* electronic energy: -2381.70521 hartree
* LUMO (spin up / spin down): -3.89 / -5.89 eV

Positions of all 81 atoms, in Å:
La: 0.309 -0.570 1.882
C: -0.461 -2.504 2.689
C: 0.918 -2.636 2.256
C: 0.837 -1.043 3.966
C: -0.516 -1.518 3.714
C: 1.713 -1.757 3.085
C: -1.609 -3.350 2.226
H: -1.390 -3.831 1.269
H: -2.523 -2.762 2.112
H: -1.813 -4.147 2.953
C: -1.731 -1.060 4.457
H: -2.643 -1.275 3.894
H: -1.690 0.019 4.631
H: -1.804 -1.567 5.429
C: 1.216 -0.048 5.019
H: 1.270 -0.518 6.011
H: 0.480 0.761 5.062
H: 2.192 0.397 4.806
C: 3.211 -1.714 3.115
H: 3.589 -2.357 3.922
H: 3.584 -0.703 3.297
H: 3.640 -2.077 2.178
C: 1.452 -3.677 1.318
H: 1.825 -4.554 1.867
H: 2.277 -3.283 0.718
H: 0.677 -4.024 0.629
C: -1.871 0.437 -5.312
C: -1.758 -0.895 -5.385
C: -0.761 -1.747 -6.124
C: 0.545 -1.067 -6.591
C: 1.349 -0.485 -5.452
C: 1.218 0.707 -4.857
C: 0.254 1.831 -5.133
C: -1.009 1.496 -5.956
H: -1.255 -2.202 -6.997
H: 0.325 -0.315 -7.350
H: -0.497 -2.590 -5.470
H: -0.730 1.220 -6.975
H: -2.674 0.821 -4.683
H: -2.495 -1.474 -4.826
H: -1.598 2.416 -6.043
H: -0.063 2.240 -4.163
H: 1.909 0.917 -4.040
H: 0.794 2.651 -5.631
H: 1.154 -1.831 -7.089
H: 2.117 -1.146 -5.051
P: -0.779 -0.497 -0.110
P: 1.795 0.750 0.801
C: 0.027 0.701 -1.303
C: 0.911 1.686 -0.532
H: -0.733 1.215 -1.902
H: 0.637 0.102 -1.990
H: 1.615 2.211 -1.188
H: 0.295 2.423 -0.007
C: 2.636 2.078 1.749
H: 3.332 1.672 2.491
H: 1.886 2.690 2.260
H: 3.171 2.704 1.030
C: 3.206 0.001 -0.123
H: 3.620 0.704 -0.854
H: 2.864 -0.901 -0.639
H: 3.994 -0.286 0.577
C: -2.536 0.051 -0.095
H: -3.150 -0.569 0.569
H: -2.913 0.009 -1.119
H: -2.577 1.092 0.241
C: -0.899 -1.995 -1.179
H: 0.078 -2.483 -1.234
H: -1.227 -1.726 -2.189
H: -1.618 -2.701 -0.755
F: -1.114 1.929 5.392
C: -1.380 2.539 4.229
C: -1.120 2.059 2.859
C: -1.645 3.008 1.893
F: -1.598 2.872 0.573
C: -2.273 4.214 2.228
F: -2.720 5.041 1.246
C: -2.452 4.588 3.531
F: -3.065 5.759 3.839
C: -2.015 3.754 4.523
F: -2.217 4.122 5.815


Formula: C30H43N4NiO7SSi
Source: OMol25
Level of theory: the ωB97M-V functional and the def2-TZVPD basis

Properties
* spin multiplicity: 3
* ⟨S²⟩: 2.005
* E_HOMO (spin up / spin down): -4.81 / -4.81 eV
* net charge: -1
* electronic energy: -4110.96970 hartree
* LUMO (spin up / spin down): 2.14 / 2.10 eV

Positions of all 87 atoms, in Å:
Ni: -0.323 0.660 0.623
C: -1.115 7.764 -5.095
O: -0.184 6.732 -4.834
C: 0.549 6.855 -3.697
C: 1.473 5.843 -3.443
C: 2.249 5.876 -2.301
C: 2.130 6.932 -1.383
C: 1.238 7.948 -1.673
C: 0.430 7.910 -2.811
N: 3.019 7.127 -0.261
N: 3.429 6.201 0.487
C: 2.852 4.905 0.582
C: 3.755 3.867 0.743
C: 3.391 2.526 0.710
C: 2.054 2.144 0.562
O: 1.663 0.937 0.483
C: 1.079 3.225 0.533
N: -0.217 2.826 0.501
C: -1.165 3.725 0.556
C: -0.891 5.091 0.712
C: 0.409 5.513 0.733
C: 1.458 4.579 0.575
H: -1.607 7.506 -6.026
H: -0.622 8.732 -5.206
H: -1.864 7.839 -4.303
H: 1.561 5.026 -4.153
H: 2.964 5.082 -2.117
H: 1.157 8.780 -0.979
H: -0.270 8.715 -2.990
H: 4.801 4.142 0.829
H: 4.136 1.742 0.789
H: -2.189 3.366 0.502
H: -1.709 5.790 0.834
H: 0.635 6.555 0.895
N: -2.539 0.770 0.586
C: -3.018 0.828 1.980
C: -1.894 0.719 3.014
O: -2.242 0.773 4.193
O: -0.703 0.579 2.548
H: -3.048 1.405 -0.011
H: -2.630 -0.160 0.194
H: -3.721 0.033 2.207
H: -3.512 1.776 2.171
C: 0.618 -6.196 -1.859
C: 0.020 -4.818 -2.132
C: -1.063 -4.911 -3.196
C: 1.123 -3.866 -2.599
O: -0.643 -4.409 -0.921
Si: -0.292 -3.322 0.280
S: -0.649 -1.402 -0.416
O: -1.250 -3.739 1.552
C: -2.601 -4.216 1.673
C: -2.651 -5.704 1.326
C: -2.973 -4.009 3.132
C: -3.549 -3.426 0.774
O: 1.256 -3.560 0.765
C: 1.878 -3.802 2.038
C: 3.374 -3.747 1.777
C: 1.474 -2.715 3.033
C: 1.481 -5.185 2.548
H: 1.099 -6.596 -2.757
H: -0.169 -6.888 -1.539
H: 1.362 -6.118 -1.060
H: -0.656 -5.326 -4.125
H: -1.470 -3.915 -3.397
H: -1.873 -5.556 -2.844
H: 1.584 -4.262 -3.511
H: 1.892 -3.763 -1.828
H: 0.718 -2.874 -2.798
H: -1.988 -6.263 1.996
H: -2.315 -5.857 0.299
H: -3.670 -6.089 1.438
H: -2.284 -4.567 3.773
H: -3.994 -4.359 3.323
H: -2.903 -2.948 3.391
H: -3.260 -3.538 -0.276
H: -3.499 -2.363 1.029
H: -4.576 -3.781 0.906
H: 3.642 -2.763 1.382
H: 3.648 -4.505 1.037
H: 3.936 -3.931 2.699
H: 1.686 -1.726 2.612
H: 2.020 -2.829 3.974
H: 0.401 -2.768 3.235
H: 1.759 -5.949 1.814
H: 0.400 -5.227 2.704
H: 1.989 -5.402 3.494


Formula: C30H44BCl5MnN2OP2
Source: OMol25
Level of theory: the ωB97M-V functional and the def2-TZVPD basis

Properties
* spin multiplicity: 2
* ⟨S²⟩: 0.921
* E_HOMO (spin up / spin down): -13.35 / -13.30 eV
* net charge: +2
* electronic energy: -5513.25654 hartree
* LUMO (spin up / spin down): -8.43 / -8.36 eV

Positions of all 86 atoms, in Å:
Mn: 0.841 0.006 -0.411
C: -3.017 -2.241 0.236
C: -1.958 -2.922 -0.646
C: -2.277 -2.581 -2.112
C: -2.018 -4.441 -0.453
P: -0.288 -2.282 -0.182
C: -0.095 -2.572 1.634
N: -0.080 -1.258 2.239
B: 0.254 -0.076 1.548
N: -0.020 1.025 2.379
C: -0.037 2.382 1.888
P: -0.271 2.152 0.079
C: -2.110 2.042 -0.164
C: -2.680 1.192 0.981
C: -2.867 3.377 -0.122
C: -2.376 1.347 -1.504
C: 0.373 3.738 -0.686
C: -0.112 4.933 0.161
C: 1.904 3.821 -0.697
C: -0.103 3.886 -2.138
C: -0.532 0.518 3.600
C: -0.975 1.181 4.726
C: -1.457 0.405 5.777
C: -1.481 -0.982 5.701
C: -1.026 -1.646 4.565
C: -0.566 -0.874 3.518
C: 1.092 -3.280 -0.944
C: 0.957 -3.344 -2.469
C: 2.334 -2.454 -0.564
C: 1.302 -4.710 -0.420
H: -3.918 -2.859 0.216
H: -2.735 -2.118 1.284
H: -3.281 -1.265 -0.161
H: -3.343 -2.747 -2.282
H: -2.075 -1.535 -2.351
H: -1.734 -3.205 -2.818
H: -3.051 -4.760 -0.607
H: -1.406 -4.968 -1.184
H: -1.725 -4.766 0.548
H: -0.924 -3.175 2.011
H: 0.823 -3.124 1.830
H: -0.873 2.954 2.296
H: 0.880 2.935 2.101
H: -2.644 1.717 1.937
H: -3.732 0.993 0.759
H: -2.186 0.236 1.113
H: -2.765 3.880 0.841
H: -2.592 4.072 -0.911
H: -3.930 3.152 -0.246
H: -1.926 0.353 -1.541
H: -3.455 1.216 -1.624
H: -2.018 1.920 -2.361
H: 0.476 5.031 1.076
H: 0.047 5.844 -0.421
H: -1.162 4.902 0.432
H: 2.375 3.504 0.234
H: 2.327 3.260 -1.529
H: 2.168 4.869 -0.858
H: -1.174 4.047 -2.229
H: 0.394 4.757 -2.572
H: 0.162 3.023 -2.753
H: -0.940 2.261 4.795
H: -1.811 0.895 6.675
H: -1.852 -1.558 6.538
H: -1.031 -2.728 4.511
H: 0.720 -2.385 -2.937
H: 1.900 -3.702 -2.887
H: 0.187 -4.056 -2.762
H: 2.092 -1.394 -0.338
H: 2.796 -2.775 0.370
H: 3.087 -2.442 -1.353
H: 0.546 -5.397 -0.787
H: 2.267 -5.074 -0.784
H: 1.327 -4.774 0.667
Cl: 6.201 0.410 -4.576
C: 5.142 0.582 -3.310
C: 3.736 0.372 -3.558
Cl: 3.182 -0.025 -5.105
C: 2.876 0.511 -2.523
Cl: 1.126 0.322 -2.730
C: 3.337 0.848 -1.192
O: 2.519 0.918 -0.242
C: 4.745 1.080 -0.979
Cl: 5.219 1.500 0.575
C: 5.628 0.940 -2.023
Cl: 7.287 1.187 -1.790